{
  "formula": "C7H15N",
  "method": "ωB97M-V/def2-TZVPD",
  "species": ["C", "C", "C", "C", "C", "N", "C", "C", "H", "H", "H", "H", "H", "H", "H", "H", "H", "H", "H", "H", "H", "H", "H"],
  "positions_angstrom": [[1.081, -0.598, -0.451], [0.460, 0.771, -0.585], [1.267, 1.698, -1.365], [0.761, 2.664, -2.163], [-0.045, -1.603, -0.131], [-1.026, -1.119, 0.842], [-0.480, -1.074, 2.162], [-1.539, -0.620, 3.243], [1.620, -0.747, -1.404], [1.909, -0.480, 0.276], [0.005, 1.096, 0.372], [-0.378, 0.737, -1.167], [0.685, 0.738, -4.032], [-0.331, 2.837, -2.458], [1.233, 3.325, -2.950], [-0.552, -1.802, -1.068], [0.575, -2.470, 0.246], [0.029, 0.724, -4.400], [0.474, -0.378, 2.323], [-0.186, -2.097, 2.469], [-2.376, -1.270, 3.051], [-1.869, 0.330, 2.907], [-1.318, -0.661, 4.284]],
  "atomic_forces_ev_per_a": [[1.357, 1.128, -0.134], [1.351, 0.424, 2.324], [-2.940, 2.763, -1.242], [1.034, -0.117, -1.242], [0.263, -0.196, 1.367], [1.763, -0.073, -0.968], [0.837, 1.047, 2.150], [0.093, -0.940, -2.610], [-0.429, -0.798, 0.177], [-0.537, -0.567, 0.036], [0.972, 0.288, -0.070], [-2.792, -0.807, -2.104], [-0.368, -0.025, -0.230], [0.852, -0.777, 1.435], [0.551, -0.935, 1.342], [-0.139, -0.287, -0.043], [-1.015, 0.236, -0.217], [0.311, -0.079, 0.093], [-1.465, -1.355, -0.694], [0.406, 0.148, -0.320], [-0.539, -0.348, 0.187], [-0.327, 1.218, 0.211], [0.761, 0.053, 0.550]],
  "nbo_charge": [-0.40, -0.54, 0.17, -0.55, -0.28, -0.31, -0.29, -0.62, 0.23, 0.21, 0.25, 0.24, 0.00, 0.23, 0.23, 0.21, 0.20, -0.01, 0.19, 0.20, 0.21, 0.21, 0.21],
  "e_above_lowest_ev": 9.3135,
  "gap_ha": 0.1462,
  "total_energy_ev": -8983.1764,
  "homo_ev": -7.0
}


{
  "formula": "C11H33AsMnN4O2S",
  "method": "ωB97M-V/def2-TZVPD",
  "species": ["Mn", "N", "C", "C", "N", "C", "C", "N", "C", "C", "N", "H", "H", "H", "H", "H", "H", "H", "H", "H", "H", "H", "H", "H", "H", "H", "H", "H", "H", "C", "As", "C", "C", "O", "H", "H", "H", "H", "H", "H", "H", "H", "H", "C", "S", "C", "O", "H", "H", "H", "H", "H", "H"],
  "positions_angstrom": [[0.723, -0.078, -0.002], [2.776, -0.042, -0.006], [3.330, 1.288, 0.388], [2.469, 2.285, -0.325], [1.024, 1.969, -0.014], [0.141, 2.478, -1.118], [0.423, 1.701, -2.390], [0.639, 0.246, -2.048], [0.661, 2.562, 1.337], [0.056, 1.525, 2.261], [0.758, 0.227, 2.014], [3.159, -0.778, 0.585], [3.111, -0.270, -0.942], [4.378, 1.385, 0.101], [3.287, 1.390, 1.472], [2.625, 2.210, -1.399], [2.685, 3.314, -0.038], [0.312, 3.547, -1.263], [-0.886, 2.345, -0.787], [1.308, 2.067, -2.901], [-0.398, 1.818, -3.096], [1.414, -0.115, -2.601], [-0.166, -0.292, -2.361], [-0.026, 3.395, 1.188], [1.570, 2.977, 1.770], [-0.998, 1.370, 2.058], [0.150, 1.835, 3.301], [0.285, -0.518, 2.525], [1.693, 0.267, 2.417], [-3.502, -1.108, 1.459], [-2.940, -0.041, -0.009], [-3.535, 1.760, 0.201], [-3.520, -0.726, -1.678], [-1.144, -0.043, 0.010], [-4.594, -1.133, 1.401], [-3.198, -0.644, 2.395], [-3.109, -2.119, 1.365], [-4.619, 1.660, 0.324], [-3.329, 2.338, -0.697], [-3.118, 2.221, 1.094], [-4.614, -0.724, -1.639], [-3.172, -1.748, -1.820], [-3.194, -0.073, -2.486], [1.614, -4.142, 1.267], [0.382, -3.367, 0.258], [0.642, -4.204, -1.280], [0.936, -1.904, 0.013], [1.278, -5.178, 1.385], [1.624, -3.662, 2.244], [2.584, -4.107, 0.770], [0.336, -5.242, -1.109], [1.695, -4.159, -1.558], [-0.005, -3.762, -2.035]],
  "atomic_forces_ev_per_a": [[0.161, 0.274, 0.078], [0.056, 0.068, 0.021], [0.086, -0.145, -0.016], [-0.148, 0.180, -0.005], [-0.074, -0.110, 0.010], [0.135, 0.043, 0.136], [-0.017, -0.084, -0.045], [-0.222, -0.093, 0.058], [0.038, 0.061, -0.144], [0.117, -0.099, 0.004], [-0.288, -0.025, 0.051], [-0.046, -0.017, 0.029], [0.045, -0.028, 0.001], [0.015, -0.022, -0.009], [-0.008, -0.001, 0.003], [0.010, -0.012, -0.001], [-0.023, 0.030, -0.006], [0.028, 0.005, -0.013], [-0.049, 0.022, 0.021], [0.020, 0.021, -0.027], [-0.016, -0.040, -0.008], [0.021, -0.008, 0.001], [0.005, 0.008, -0.072], [0.028, 0.048, -0.009], [0.001, -0.034, 0.021], [-0.042, -0.026, -0.017], [0.011, 0.010, 0.033], [-0.023, 0.024, 0.023], [0.014, -0.010, 0.021], [0.089, -0.046, 0.044], [-0.270, -0.076, 0.090], [0.082, 0.080, -0.012], [0.065, -0.057, -0.118], [0.104, 0.203, 0.000], [-0.012, -0.034, 0.036], [-0.022, -0.017, 0.035], [-0.027, -0.023, 0.020], [-0.003, 0.046, -0.001], [-0.012, 0.038, 0.005], [-0.007, 0.019, 0.019], [-0.009, -0.012, -0.022], [-0.015, -0.022, -0.020], [-0.019, -0.010, -0.046], [0.045, -0.063, 0.029], [-0.302, 0.198, 0.107], [0.103, -0.051, -0.084], [0.338, -0.154, -0.218], [0.063, 0.015, 0.028], [0.008, -0.024, 0.006], [-0.012, -0.029, 0.043], [0.011, 0.028, -0.031], [-0.030, -0.024, -0.035], [-0.003, -0.027, -0.015]],
  "lowdin_spin": [1.58, -0.03, 0.00, 0.00, -0.06, 0.00, 0.00, -0.01, 0.00, 0.00, -0.01, 0.00, 0.00, 0.00, 0.00, 0.00, 0.00, 0.00, 0.00, 0.00, 0.00, 0.00, 0.00, 0.00, 0.00, 0.00, 0.00, 0.00, 0.00, -0.01, -0.02, -0.03, 0.00, -0.49, 0.00, 0.00, 0.00, 0.00, 0.00, 0.00, 0.00, 0.00, 0.00, 0.00, 0.01, 0.00, 0.09, 0.00, 0.00, 0.00, 0.00, 0.00, 0.00],
  "charge": 4,
  "s2": 1.2170,
  "gap_ha": [0.2110, 0.3208],
  "multiplicity": 2,
  "total_energy_ev": -124949.1068,
  "homo_ev": [-23.0, -23.1]
}


{
  "formula": "C7H15NO",
  "method": "ωB97M-V/def2-TZVPD",
  "species": ["C", "C", "C", "O", "H", "H", "H", "H", "C", "C", "C", "H", "H", "H", "H", "H", "H", "C", "N", "H", "H", "H", "H", "H"],
  "positions_angstrom": [[-2.516, 0.780, 0.615], [-2.952, -0.325, 0.005], [-2.244, -1.598, 0.121], [-1.385, -1.851, 0.943], [-1.785, 0.709, 1.405], [-3.038, 1.720, 0.538], [-3.717, -0.276, -0.760], [-2.547, -2.366, -0.615], [1.257, 2.039, -0.440], [1.380, 0.758, -0.946], [0.343, 0.133, -1.832], [0.348, 2.596, -0.616], [2.147, 2.611, -0.217], [2.381, 0.377, -1.119], [0.248, -0.931, -1.605], [0.621, 0.233, -2.880], [-0.627, 0.610, -1.698], [2.227, -1.044, 1.377], [1.069, -0.291, 0.924], [3.102, -0.392, 1.363], [2.112, -1.449, 2.392], [2.407, -1.874, 0.692], [0.221, -0.853, 0.993], [0.950, 0.682, 1.361]],
  "atomic_forces_ev_per_a": [[-0.900, -0.605, 0.729], [0.447, 0.967, -0.455], [0.206, -0.645, 0.337], [-0.437, -0.004, -0.288], [0.434, -0.006, -0.150], [0.081, 0.163, -0.333], [-0.159, 0.003, 0.076], [0.079, -0.023, 0.060], [0.492, -0.998, -1.890], [-0.008, 2.973, -0.691], [-0.143, -0.298, 0.584], [-0.213, -0.002, 0.219], [-0.004, -0.035, 0.355], [0.037, -0.245, 0.520], [-0.098, -0.035, -0.142], [0.130, 0.033, -0.037], [-0.058, 0.014, 0.022], [-0.169, 0.217, 0.422], [-0.371, 0.563, 1.202], [0.053, -0.056, -0.008], [0.173, -0.012, -0.106], [-0.015, -0.003, 0.019], [0.150, 0.311, 0.300], [0.291, -2.276, -0.746]],
  "nbo_charge": [-0.25, -0.34, 0.41, -0.55, 0.21, 0.21, 0.21, 0.12, -0.63, -0.04, -0.65, 0.18, 0.20, 0.19, 0.20, 0.22, 0.21, -0.41, -0.81, 0.19, 0.18, 0.19, 0.40, 0.39],
  "e_above_lowest_ev": 4.2263,
  "gap_ha": 0.2488,
  "total_energy_ev": -11036.4482,
  "homo_ev": -7.1
}


{
  "formula": "C4H9N",
  "method": "ωB97M-V/def2-TZVPD",
  "species": ["C", "N", "C", "H", "H", "H", "H", "H", "C", "C", "H", "H", "H", "H"],
  "positions_angstrom": [[1.121, -0.681, -0.534], [1.318, 0.262, 0.280], [2.271, 0.103, 1.404], [0.122, -0.844, -0.934], [1.864, -1.462, -0.778], [3.079, 0.790, 1.129], [2.630, -0.894, 1.649], [1.740, 0.569, 2.230], [-1.947, 0.502, -0.207], [-2.634, 0.155, -1.299], [-1.022, 1.059, -0.168], [-2.530, 0.445, 0.708], [-2.313, 0.021, -2.320], [-3.698, -0.026, -1.160]],
  "atomic_forces_ev_per_a": [[0.458, -0.521, 0.304], [-1.017, -1.229, 1.124], [0.191, 1.786, -1.637], [0.193, 0.691, -0.917], [-0.191, -0.119, 0.570], [0.414, -0.252, 0.555], [-0.098, -0.131, -0.300], [0.194, -0.275, 0.291], [-1.155, 0.678, -0.609], [-0.349, -0.113, 0.633], [0.462, -0.735, -0.076], [0.261, 0.254, 0.163], [0.492, 0.526, -0.077], [0.145, -0.561, -0.024]],
  "nbo_charge": [-0.05, -0.41, -0.45, 0.18, 0.13, 0.20, 0.19, 0.21, -0.40, -0.39, 0.22, 0.19, 0.19, 0.19],
  "e_above_lowest_ev": 2.5317,
  "gap_ha": 0.3783,
  "total_energy_ev": -5781.2803,
  "homo_ev": -9.2
}